Record 1
{
  "formula": "C2H29O13",
  "method": "the ωB97M-V functional and the def2-TZVPD basis",
  "symbols": ["C", "C", "O", "H", "H", "H", "H", "H", "O", "H", "H", "O", "H", "H", "O", "H", "H", "O", "H", "H", "O", "H", "H", "O", "H", "H", "O", "H", "H", "O", "H", "H", "O", "H", "H", "O", "H", "H", "O", "H", "H", "O", "H", "H"],
  "positions_angstrom": [[-0.940, -0.885, 0.149], [0.007, -0.748, -1.000], [1.240, -0.193, -0.649], [-1.167, 0.106, 0.566], [-0.563, -1.526, 0.891], [-1.813, -1.442, -0.201], [-0.395, -0.038, -1.802], [0.490, -1.668, -1.375], [-2.780, -0.210, 2.808], [-2.419, -1.026, 3.240], [-2.241, -0.086, 2.015], [2.204, -2.700, 0.323], [2.988, -2.820, -0.187], [1.634, -2.070, -0.144], [0.091, 1.250, -4.348], [0.627, 1.500, -5.115], [0.562, 0.454, -4.077], [-1.044, -1.772, 4.368], [-1.016, -2.462, 4.981], [-0.323, -1.977, 3.775], [0.178, 2.314, -0.580], [0.399, 1.399, -0.729], [-0.312, 2.630, -1.377], [3.849, -0.051, -0.625], [2.949, -0.229, -0.464], [4.167, -0.903, -0.912], [2.177, -0.990, -3.066], [2.637, -0.137, -3.026], [1.642, -1.030, -2.287], [-1.090, 3.114, -2.628], [-0.676, 2.361, -3.119], [-1.882, 2.767, -2.162], [-2.278, 2.321, 1.663], [-2.927, 3.034, 1.468], [-2.760, 1.923, 2.374], [1.444, -2.213, 2.920], [2.281, -2.384, 3.338], [1.575, -2.649, 2.055], [1.166, 0.803, 1.845], [1.465, -0.042, 2.227], [1.020, 0.514, 0.941], [-3.183, 2.033, -1.001], [-4.093, 1.784, -0.974], [-2.896, 1.930, -0.100]],
  "forces_ev_per_angstrom": [[-1.16, -0.10, -1.10], [1.99, 1.13, -0.94], [0.05, 0.54, 1.00], [0.02, -0.26, -0.26], [0.97, -0.62, 1.28], [-0.52, 0.48, -0.02], [-0.38, -1.47, 0.43], [-2.59, -1.04, -0.74], [-0.03, -0.85, 0.17], [-0.16, 1.13, -0.29], [0.02, -0.12, 0.24], [-0.85, -0.81, 0.73], [0.65, 0.02, -0.56], [0.40, 0.81, 0.06], [0.53, -0.22, -0.72], [-0.37, 0.36, 0.17], [-0.02, -0.43, 0.60], [-0.58, 1.37, -0.98], [-0.11, -1.64, 1.58], [0.84, 0.15, -0.58], [-0.65, 1.08, 0.06], [0.86, -0.62, 0.01], [0.81, -0.06, 0.95], [2.78, 0.39, -0.29], [-2.78, 0.11, 0.40], [0.41, -0.23, -0.24], [0.85, 0.00, -2.23], [-0.18, -0.39, 0.56], [-0.18, 0.76, 1.21], [-0.66, -0.36, -0.85], [-0.60, 0.69, 0.19], [0.34, 0.06, -0.51], [-1.11, 1.41, -0.82], [1.00, -0.12, -0.16], [-0.03, -1.18, 1.16], [-0.47, -0.45, -0.29], [0.48, 0.12, 0.50], [-0.04, 0.40, -0.12], [0.21, -0.57, 1.51], [-0.12, 0.51, 0.10], [0.23, 0.16, -1.13], [0.15, 0.31, -0.84], [-0.94, -0.26, -0.25], [0.91, -0.17, 0.99]],
  "mulliken_charge": [-1.126, -0.700, -0.688, -0.134, 0.208, 0.463, 0.021, 1.329, -0.742, 0.332, 0.563, -0.761, 0.248, 0.417, -0.697, 0.284, 0.371, -0.646, 0.295, 0.386, -0.783, 0.180, 0.492, -0.630, 0.353, 0.307, -0.820, 0.357, 0.209, -0.734, 0.425, 0.431, -0.666, 0.283, 0.290, -0.646, 0.277, 0.282, -0.701, 0.364, 0.250, -0.666, 0.279, 0.443],
  "total_energy_ha": -1071.73363,
  "fmax_ev_per_a": 2.892,
  "e_lumo_ev": 2.77,
  "homo_energy_ev": -5.01,
  "total_charge": -1,
  "de_lowest_kj_mol": 181.6
}

=====

Record 2
{
  "formula": "C14H21F8NO3",
  "method": "the ωB97M-V functional and the def2-TZVPD basis",
  "symbols": ["C", "C", "C", "C", "C", "C", "N", "C", "C", "O", "C", "C", "F", "F", "C", "F", "F", "C", "F", "F", "C", "F", "F", "C", "O", "O", "H", "H", "H", "H", "H", "H", "H", "H", "H", "H", "H", "H", "H", "H", "H", "H", "H", "H", "H", "H", "H"],
  "positions_angstrom": [[3.414, 0.403, 1.834], [3.954, 1.017, 0.438], [2.972, 2.196, -0.112], [1.706, 1.417, -0.762], [0.517, 2.392, -1.214], [-0.483, 2.808, -0.041], [-1.139, 1.653, 0.653], [-2.274, 1.103, -0.190], [-2.989, -0.029, 0.686], [-3.777, -0.984, -0.057], [-2.985, -1.800, -0.931], [-2.019, -2.845, -0.170], [-2.520, -3.038, 1.164], [-2.177, -4.102, -0.812], [-0.501, -2.367, -0.009], [-0.182, -1.162, -0.687], [-0.281, -2.087, 1.381], [0.616, -3.436, -0.413], [1.838, -2.963, 0.181], [0.415, -4.719, 0.186], [0.928, -3.519, -1.982], [-0.221, -3.529, -2.806], [1.850, -4.575, -2.279], [-1.666, 2.227, 1.915], [-1.346, 1.836, 3.047], [-2.633, 3.296, 1.748], [3.379, 1.195, 2.667], [4.110, -0.466, 2.098], [2.362, -0.031, 1.757], [5.045, 1.346, 0.495], [3.848, 0.157, -0.326], [2.556, 2.739, 0.811], [3.492, 2.890, -0.846], [1.296, 0.753, 0.072], [2.058, 0.845, -1.684], [-0.083, 1.845, -2.034], [1.001, 3.300, -1.727], [-1.260, 3.570, -0.408], [0.138, 3.353, 0.767], [-1.787, 0.739, -1.149], [-3.005, 1.966, -0.409], [-2.258, -0.549, 1.414], [-3.733, 0.522, 1.378], [-3.737, -2.456, -1.512], [-2.437, -1.206, -1.754], [1.503, -2.555, -2.240], [-3.506, 2.851, 1.866]],
  "forces_ev_per_angstrom": [[0.49, 0.18, -0.29], [-1.25, -0.20, -0.25], [-0.59, -1.60, 0.67], [-0.01, 1.19, 0.44], [0.02, -0.74, -0.46], [1.21, 1.28, -0.11], [-0.90, 1.23, 0.29], [0.06, 0.27, 0.64], [-0.04, 0.84, 0.91], [1.72, 0.05, -0.42], [-0.78, -0.72, -1.04], [-2.06, -0.15, 0.96], [1.03, 0.26, -2.83], [1.03, 2.37, 1.11], [1.33, 0.27, 1.89], [-0.96, -2.46, 0.94], [-0.46, -0.53, -3.08], [1.78, -1.36, 1.13], [-2.42, -0.81, -1.44], [-0.06, 3.03, -1.49], [1.51, 0.93, -0.84], [1.97, -0.66, 1.74], [-2.68, 1.83, 0.72], [0.09, -1.07, 2.48], [-1.02, 1.43, -4.13], [0.58, -2.15, 0.05], [0.28, -1.24, -1.21], [-0.99, 1.29, -0.02], [1.38, 0.62, -0.12], [-1.51, -0.45, 0.07], [0.56, 1.30, 1.06], [0.82, -0.34, -1.44], [-0.76, -0.82, 0.98], [0.61, 0.54, -1.46], [-0.47, 0.48, 1.36], [0.81, 0.89, 1.16], [-1.02, -1.06, 0.92], [1.02, -1.08, 0.35], [-0.89, -0.78, -1.21], [-0.81, 0.35, 1.28], [0.89, -1.40, 0.00], [-0.86, 0.77, -1.39], [0.94, -1.04, -1.10], [1.16, 0.92, 1.12], [-0.51, -0.86, 1.56], [-0.99, -1.47, 0.41], [0.73, 0.66, 0.11]],
  "mulliken_charge": [-0.857, -0.365, -0.521, -0.045, -0.740, -0.864, 0.469, -0.564, -0.245, -0.443, -0.536, 0.816, -0.282, -0.310, 0.717, -0.189, -0.293, 0.322, -0.258, -0.285, 0.245, -0.224, -0.274, 0.259, -0.531, -0.469, 0.287, 0.326, 0.116, 0.330, 0.178, 0.210, 0.337, -0.266, 0.366, 0.262, 0.370, 0.303, 0.479, 0.107, 0.436, 0.265, 0.262, 0.391, 0.189, 0.159, 0.362],
  "total_energy_ha": -1625.30813,
  "fmax_ev_per_a": 4.489,
  "e_lumo_ev": 0.40,
  "homo_energy_ev": -10.07,
  "smiles": "CCCCCCN(CCOCC(F)(F)C(F)(F)C(F)(F)C(F)F)C(=O)O"
}